(1)
ORCA calculation (the ωB97M-V functional and the def2-TZVPD basis) on a cluster of 13 separate species, C49H102O14 in total in a non-equilibrium geometry.

Its HOMO energy is -9.3 eV. As for the LUMO energy: 0.43 eV.

Positions of all 165 atoms, in Å:
C  -15.1243  -14.4657  8.2918
C  -14.4031  -14.2767  6.9638
C  -14.5388  -12.7869  6.7001
O  -14.7021  -12.2529  8.0002
C  -14.7861  -13.1823  9.0480
H  -14.7812  -15.3971  8.7421
H  -16.1928  -14.5226  8.0840
H  -14.7810  -14.8818  6.1397
H  -13.3564  -14.5411  7.1136
H  -15.3735  -12.5992  6.0248
H  -13.5518  -12.4466  6.3867
H  -15.6277  -12.9562  9.7028
H  -13.8505  -13.1414  9.6058
C  -12.0654  -8.2680  6.3567
C  -10.9827  -7.5929  5.5199
C  -10.3624  -8.6920  4.7169
O  -11.3948  -9.6636  4.6176
C  -12.5875  -9.2310  5.2922
H  -12.9006  -7.6666  6.7155
H  -11.6631  -8.8296  7.1998
H  -10.2553  -7.0442  6.1182
H  -11.4077  -6.7947  4.9114
H  -9.4901  -9.0561  5.2595
H  -10.0965  -8.2564  3.7537
H  -13.1224  -10.0838  5.7102
H  -13.2946  -8.7744  4.5996
C  -8.1626  -9.0225  9.0882
C  -6.6309  -9.1221  9.1005
C  -6.1460  -7.6986  8.7587
O  -7.3545  -6.9113  8.6686
C  -8.4800  -7.6762  8.4484
H  -8.4832  -9.1070  10.1265
H  -8.6004  -9.8503  8.5304
H  -6.2177  -9.9572  8.5349
H  -6.4080  -9.3129  10.1503
H  -5.5232  -7.6973  7.8641
H  -5.5413  -7.3354  9.5896
H  -8.5874  -7.7750  7.3682
H  -9.3725  -7.2231  8.8798
C  -9.4738  -13.5700  5.7999
C  -10.3905  -14.1579  6.8368
C  -10.4856  -13.1401  7.9615
O  -9.6607  -12.0365  7.5829
C  -9.4355  -12.0850  6.1556
H  -9.8573  -13.5975  4.7800
H  -8.4810  -14.0201  5.8031
H  -9.9139  -15.0815  7.1653
H  -11.3391  -14.4301  6.3740
H  -10.2198  -13.5050  8.9536
H  -11.5054  -12.7561  7.9864
H  -8.4843  -11.6130  5.9099
H  -10.2013  -11.4990  5.6474
C  -13.1325  -4.8131  13.4756
C  -13.8777  -5.9456  14.1777
C  -14.8081  -5.3243  15.1966
O  -14.7577  -3.9116  14.8079
C  -13.4633  -3.5978  14.3357
H  -13.5306  -4.5683  12.4908
H  -12.0622  -5.0127  13.4238
H  -13.1171  -6.5108  14.7163
H  -14.4827  -6.5521  13.5037
H  -14.3968  -5.5071  16.1893
H  -15.7697  -5.8367  15.2265
H  -12.8435  -3.2980  15.1807
H  -13.5232  -2.7379  13.6686
C  -12.5099  -10.2776  11.0124
C  -12.6812  -9.1530  12.0771
C  -11.9034  -7.9952  11.5385
O  -11.4309  -8.2960  10.2290
C  -11.3594  -9.7744  10.1759
H  -13.4231  -10.3459  10.4213
H  -12.4018  -11.2825  11.4206
H  -12.1839  -9.5584  12.9583
H  -13.6919  -8.9586  12.4359
H  -11.0079  -7.7944  12.1266
H  -12.4493  -7.0535  11.4824
H  -10.4474  -10.1756  10.6180
H  -11.3439  -10.0950  9.1343
C  -13.3991  -4.7042  9.0056
C  -12.3368  -4.5832  7.9540
C  -12.5416  -3.1218  7.5200
O  -13.0873  -2.4296  8.6696
C  -13.3780  -3.3478  9.7101
H  -13.1069  -5.5392  9.6424
H  -14.3837  -4.9789  8.6274
H  -12.5805  -5.2248  7.1072
H  -11.3460  -4.7486  8.3771
H  -13.1483  -3.1890  6.6170
H  -11.5955  -2.6796  7.2078
H  -14.4019  -3.1709  10.0391
H  -12.6132  -3.2599  10.4818
C  -9.8976  -3.3814  11.9125
C  -9.7865  -4.5913  11.0352
C  -8.7608  -4.1950  10.0215
O  -8.1184  -2.9880  10.5301
C  -8.5244  -2.8827  11.9135
H  -10.3504  -3.4115  12.9036
H  -10.4867  -2.5705  11.4842
H  -10.7390  -4.8925  10.5993
H  -9.3866  -5.4066  11.6381
H  -9.1051  -4.0862  8.9930
H  -8.1204  -5.0749  9.9599
H  -8.4176  -1.8193  12.1274
H  -7.8813  -3.4936  12.5470
C  -9.5159  -13.2963  12.5754
C  -8.6426  -12.1470  13.0719
C  -9.4147  -11.6107  14.2969
O  -9.8894  -12.8416  14.8744
C  -10.2582  -13.7819  13.8188
H  -8.9019  -14.0978  12.1647
H  -10.3037  -12.9719  11.8956
H  -8.5243  -11.3688  12.3179
H  -7.6377  -12.4350  13.3808
H  -10.1921  -10.8616  14.1463
H  -8.8249  -11.0364  15.0113
H  -11.3195  -13.7644  13.5706
H  -10.0446  -14.8124  14.1026
C  -6.2847  -7.2851  14.8909
C  -6.5741  -6.9881  13.4715
C  -7.9712  -7.5509  13.2886
O  -8.0152  -8.6721  14.1065
C  -7.3093  -8.3446  15.3033
H  -6.3865  -6.4168  15.5419
H  -5.3118  -7.7592  15.0209
H  -5.8007  -7.4646  12.8690
H  -6.4959  -5.9232  13.2526
H  -7.9810  -7.8323  12.2356
H  -8.7909  -6.8702  13.5186
H  -6.9468  -9.3406  15.5577
H  -7.9953  -7.9628  16.0594
C  -13.1629  -10.4146  15.9864
C  -14.5359  -9.8802  16.1663
C  -15.3474  -11.1426  15.9723
O  -14.7254  -11.8917  15.0222
C  -13.3130  -11.6263  15.0856
H  -12.7188  -10.7763  16.9138
H  -12.5039  -9.6144  15.6495
H  -14.7451  -9.0483  15.4937
H  -14.6814  -9.5696  17.2009
H  -16.4130  -11.0092  15.7857
H  -15.3534  -11.6982  16.9101
H  -12.8582  -11.3085  14.1474
H  -12.7811  -12.4899  15.4849
C  -15.4801  -14.0561  12.1432
O  -14.7534  -12.8361  12.4174
H  -15.3045  -14.8063  12.9143
H  -16.5239  -13.7586  12.0429
H  -15.1808  -14.5035  11.1954
H  -15.0392  -12.4588  13.2526
C  -15.8981  -7.9690  4.5575
O  -15.9637  -9.3628  4.8171
C  -16.7325  -9.7621  5.9935
C  -15.9344  -9.5111  7.2736
O  -16.0318  -8.1458  7.6854
C  -15.4073  -7.9284  8.9149
H  -16.8934  -7.5250  4.5427
H  -15.4878  -8.0584  3.5516
H  -15.2130  -7.4463  5.2249
H  -16.9263  -10.8210  5.8224
H  -17.6856  -9.2446  6.1024
H  -14.8822  -9.7176  7.0779
H  -16.1759  -10.2451  8.0425
H  -15.6654  -8.6577  9.6828
H  -15.5770  -6.9652  9.3960
H  -14.3215  -7.9657  8.8268


(2)
ORCA calculation (the ωB97M-V functional and the def2-TZVPD basis) on a cluster of 6 separate species, C49H107ClN3O19 in total in a non-equilibrium geometry.

As for the total charge: +1. Its HOMO energy is -10.1 eV. As for the LUMO energy: -3.06 eV.

Positions of all 179 atoms, in Å:
C  -0.2648  -1.1842  3.3683
C  0.4369  0.2661  3.1922
C  0.1248  1.1174  1.8498
C  -0.0478  0.3035  0.4464
O  -1.2538  -0.5916  0.4020
N  -2.2736  -0.0557  1.0908
O  -2.9839  -0.9682  1.4820
C  1.2277  -0.7473  0.1880
C  0.6941  -2.2377  -0.3515
C  2.2440  -0.0006  -0.8628
C  1.4288  0.1588  -2.2722
N  2.2818  0.9034  -3.3209
C  3.4666  0.2484  -3.5403
C  3.6636  -1.2626  -4.1429
C  4.8593  1.0526  -3.1078
N  0.0882  0.8606  -2.1673
C  -1.0500  0.1024  -2.8838
C  -2.0609  1.1419  -3.7134
C  -3.6144  1.1015  -3.1872
Cl  -1.9776  0.6698  -5.5429
C  -0.2836  1.3554  -0.7923
O  0.3315  2.6797  -0.6271
C  -0.7533  3.7150  -0.6562
C  -0.1319  5.2593  -0.8201
O  0.6665  5.2372  -2.0582
C  2.1027  5.4124  -1.7797
C  2.9119  4.6144  -2.9972
H  0.2869  -1.7540  4.2556
H  -1.4151  -1.1357  3.6071
H  -0.0943  -1.8631  2.4069
H  0.1614  0.9321  4.1369
H  1.6170  0.1001  3.2614
H  -0.7741  1.8609  2.1036
H  1.0651  1.8413  1.7088
H  1.8445  -0.9755  1.1531
H  0.0536  -2.1011  -1.3255
H  1.6818  -2.8332  -0.6548
H  0.1563  -2.8569  0.4833
H  3.2178  -0.6526  -0.9153
H  2.5007  1.0574  -0.3740
H  1.2804  -0.9293  -2.7387
H  3.7065  -1.9917  -3.1985
H  2.7056  -1.5706  -4.7411
H  4.6758  -1.4380  -4.7165
H  4.6371  1.7232  -2.1744
H  5.3571  1.6074  -4.0103
H  5.6324  0.2200  -2.7481
H  0.1988  1.7410  -2.7599
H  -0.6592  -0.6531  -3.6902
H  -1.7429  -0.4889  -2.1528
H  -1.7103  2.2570  -3.6724
H  -3.8216  0.3283  -2.3329
H  -3.8801  2.1988  -2.8002
H  -4.3113  0.9479  -4.1402
H  -1.4619  1.5527  -0.8282
H  -1.4613  3.5867  -1.6091
H  -1.3804  3.7029  0.3464
H  -1.0079  6.0474  -1.0099
H  0.4495  5.5918  0.1391
H  2.3822  4.9210  -0.7389
H  2.3063  6.5853  -1.7959
H  2.2562  3.8108  -3.5393
H  3.8802  4.0727  -2.5959
H  3.3012  5.3745  -3.8307
C  -3.6329  -3.3413  3.4300
O  -4.2090  -3.5298  4.7125
C  -5.3718  -4.3559  4.6948
C  -5.3583  -5.3534  5.8614
O  -4.3613  -6.3794  5.7772
C  -2.9946  -5.9692  5.9114
C  -2.6023  -5.4460  7.2981
O  -3.2071  -4.1816  7.5623
C  -3.7362  -4.0770  8.8748
H  -4.1642  -2.5506  2.8959
H  -2.5910  -3.0383  3.5688
H  -3.6353  -4.2659  2.8429
H  -5.4646  -4.9040  3.7514
H  -6.2388  -3.6954  4.7997
H  -6.3196  -5.8801  5.8536
H  -5.3090  -4.8464  6.8243
H  -2.7246  -5.2646  5.1262
H  -2.3998  -6.8698  5.7189
H  -1.5173  -5.2988  7.3350
H  -2.8813  -6.1932  8.0587
H  -4.2848  -4.9808  9.1617
H  -4.4396  -3.2391  8.8908
H  -2.9320  -3.8840  9.5851
C  -8.6557  -5.7154  -0.9824
O  -7.2765  -5.7978  -1.3038
C  -7.0185  -5.7560  -2.7061
C  -5.8220  -4.8473  -3.0206
O  -6.0411  -3.4487  -2.7980
C  -6.2012  -3.0250  -1.4381
C  -4.9505  -3.1564  -0.5610
O  -4.6457  -4.5249  -0.2992
C  -3.2632  -4.8230  -0.4144
H  -9.1197  -6.6994  -1.0786
H  -8.7414  -5.3820  0.0559
H  -9.1769  -4.9851  -1.6106
H  -7.8925  -5.4106  -3.2683
H  -6.7837  -6.7777  -3.0219
H  -5.6111  -4.9421  -4.0921
H  -4.9181  -5.1814  -2.5127
H  -7.0630  -3.5098  -0.9821
H  -6.4545  -1.9598  -1.4927
H  -5.1355  -2.6762  0.4061
H  -4.1084  -2.6429  -1.0528
H  -2.8231  -4.3579  -1.3033
H  -3.1577  -5.9072  -0.5168
H  -2.7366  -4.4943  0.4818
C  3.5194  0.4663  -8.1888
O  4.8985  0.3839  -8.5101
C  5.1565  0.4258  -9.9125
C  6.3530  1.3344  -10.2270
O  6.1339  2.7330  -10.0043
C  5.9739  3.1567  -8.6445
C  7.2246  3.0253  -7.7674
O  7.5293  1.6568  -7.5055
C  8.9118  1.3587  -7.6207
H  3.0553  -0.5176  -8.2850
H  3.4336  0.7997  -7.1504
H  2.9981  1.1966  -8.8169
H  4.2826  0.7711  -10.4747
H  5.3913  -0.5960  -10.2283
H  6.5639  1.2396  -11.2985
H  7.2569  1.0003  -9.7191
H  5.1120  2.6719  -8.1884
H  5.7205  4.2219  -8.6991
H  7.0396  3.5056  -6.8003
H  8.0666  3.5389  -8.2591
H  9.3520  1.8239  -8.5096
H  9.0173  0.2746  -7.7231
H  9.4385  1.6874  -6.7246
C  3.5930  -5.5057  12.8930
O  2.7453  -6.2866  12.0661
C  1.6594  -6.8840  12.7724
C  0.3523  -6.7685  11.9759
O  -0.1730  -5.4409  11.8519
C  0.5761  -4.5185  11.0505
C  0.6185  -4.8394  9.5518
O  1.4080  -5.9992  9.2949
C  0.8167  -6.8824  8.3548
H  4.3073  -6.1511  13.4087
H  4.1415  -4.8089  12.2524
H  3.0225  -4.9138  13.6168
H  1.5219  -6.4324  13.7604
H  1.9041  -7.9429  12.9053
H  -0.4133  -7.3352  12.5183
H  0.4325  -7.2439  10.9991
H  1.5758  -4.3769  11.4583
H  0.0692  -3.5534  11.1663
H  1.0864  -4.0055  9.0170
H  -0.4113  -4.9621  9.1790
H  -0.2530  -7.0193  8.5475
H  1.3024  -7.8577  8.4542
H  0.9714  -6.5060  7.3434
C  -0.4614  7.8606  -3.9506
O  0.5616  8.8324  -3.8052
C  1.1573  9.2168  -5.0430
C  1.3616  10.7367  -5.1091
O  0.1596  11.5121  -5.1962
C  -0.6912  11.5225  -4.0428
C  -0.1106  12.2226  -2.8085
O  0.9627  11.4704  -2.2462
C  2.0725  12.2715  -1.8719
H  -0.0204  6.8644  -4.0268
H  -1.0954  7.9015  -3.0601
H  -1.0955  8.0643  -4.8202
H  0.5550  8.8953  -5.8992
H  2.1328  8.7226  -5.0993
H  1.9153  10.9533  -6.0300
H  1.9926  11.0940  -4.2962
H  -1.0349  10.5162  -3.8080
H  -1.5863  12.0782  -4.3460
H  -0.8870  12.3018  -2.0396
H  0.2121  13.2388  -3.0876
H  2.3112  13.0145  -2.6408
H  2.9410  11.6158  -1.7589
H  1.8700  12.7657  -0.9215